# 1
# C20H40O5

5 unconnected molecules or ions with the total composition C20H40O5 (ωB97M-V with the def2-TZVPD basis set, the OMol25 dataset).

For the energy above the lowest of the compared OMol25 structures with the same formula, charge and spin, the calculation gives 262.30 kcal per mole. As for the structure (SMILES): C1CCOC1.C1CCOC1.C1CCOC1.C1CCOC1.C1CCOC1.

Geometry (Å):
C 1.8717 0.2034 0.0850
C 1.7422 -0.9014 -0.8884
C 0.4391 -0.6280 -1.4175
O 0.1848 0.7271 -1.1867
C 0.6182 0.9618 0.1854
H 2.7036 0.7627 -0.1627
H 2.0285 -0.3102 0.9066
H 2.0476 -1.9846 -0.6311
H 2.4724 -0.6683 -1.5993
H -0.2710 -1.3432 -0.8798
H 0.1209 -1.0373 -2.4203
H -0.2276 0.6212 0.9812
H 0.9854 2.0275 0.1284
C 3.8014 3.9026 -1.4796
C 3.7518 5.1273 -0.6280
C 2.4311 5.6557 -0.8804
O 2.1734 5.3655 -2.2245
C 2.5426 3.9605 -2.4438
H 3.5896 2.9932 -0.7319
H 4.6567 3.8781 -2.1909
H 4.4590 5.8657 -1.0680
H 4.2376 4.8404 0.2348
H 2.2029 6.6757 -0.7584
H 2.0120 5.0362 -0.2036
H 2.4503 3.7701 -3.4692
H 1.6467 3.4956 -2.0639
C -3.5012 1.2909 -0.0713
C -4.3502 0.7750 1.0887
C -5.5813 -0.0036 0.5449
O -5.1912 -0.0478 -0.8400
C -4.4744 1.1009 -1.2235
H -2.5467 0.6818 -0.1838
H -3.3782 2.3308 0.0184
H -4.5428 1.7003 1.8052
H -3.4654 0.1633 1.7140
H -6.4154 0.6284 0.7114
H -5.8935 -1.0415 0.9109
H -5.1314 1.8822 -1.3459
H -3.8485 1.1289 -2.1029
C -1.9978 -3.6901 -2.3357
C -2.8830 -2.5836 -1.8493
C -3.3097 -2.9652 -0.5414
O -2.6879 -4.1268 -0.2600
C -1.5932 -4.3288 -1.0257
H -0.9863 -3.3685 -2.8078
H -2.3947 -4.2607 -3.1984
H -3.7556 -2.1937 -2.5861
H -2.3830 -1.6075 -1.7402
H -4.2633 -3.1954 -0.3732
H -3.0000 -2.1242 0.1101
H -1.3135 -5.4691 -0.9295
H -0.7211 -4.0261 -0.6735
C 1.9503 -2.5731 2.6603
C 1.8731 -1.4574 3.6602
C 3.3630 -1.3197 4.2845
O 4.0129 -2.4217 3.6244
C 3.4303 -2.5908 2.3557
H 1.2883 -2.4525 1.6825
H 1.5967 -3.4136 3.1490
H 1.0461 -1.6210 4.4242
H 1.4944 -0.6243 3.1371
H 3.3835 -1.4459 5.3986
H 3.8954 -0.4123 4.1017
H 3.7025 -3.6139 1.7411
H 3.9016 -1.7010 1.7721

=====

# 2
# C20H41BBr14O2

8 unconnected molecules or ions with the total composition C20H41BBr14O2 (ωB97M-V with the def2-TZVPD basis set, the OMol25 dataset).

The total energy is -1006770.880 eV. As for the structure (SMILES): BCCCCOC(C)=O.BrCCBr.BrCCBr.BrCCBr.BrCCBr.BrCCBr.BrCCBr.BrCCBr.

Geometry (Å):
B -0.0355 -1.9063 1.2724
C -0.5728 -0.8074 0.3018
C -0.9376 0.5374 1.0014
C -2.4035 0.9332 0.7771
C -3.3429 0.1898 1.7431
O -4.5624 -0.2383 1.1314
C -4.5322 -1.3819 0.3991
C -3.7998 -2.5924 0.9252
O -5.1498 -1.4335 -0.6398
H 0.3847 -1.6186 2.3482
H -0.0862 -3.0538 0.9377
H 0.1817 -0.6269 -0.4761
H -1.4587 -1.1904 -0.2209
H -0.7412 0.4815 2.0782
H -0.2761 1.3198 0.6182
H -2.7030 0.8185 -0.2672
H -2.4761 2.0051 0.9974
H -3.6425 0.8892 2.5273
H -2.8097 -0.6205 2.2499
H -3.5439 -2.4894 1.9842
H -4.4244 -3.4804 0.8569
H -2.8760 -2.7761 0.3731
Br 1.3840 3.2703 -2.9902
C 3.0473 3.6993 -2.0822
C 4.1699 2.8123 -2.5395
Br 4.0379 1.0271 -1.7612
H 2.8574 3.6128 -1.0170
H 3.2515 4.7393 -2.3317
H 5.1256 3.2004 -2.1966
H 4.1901 2.6848 -3.6170
Br -5.9680 -5.7489 4.6400
C -6.5697 -5.6613 2.7926
C -5.9559 -6.7493 1.9520
Br -4.0967 -6.3727 1.5175
H -6.3244 -4.6680 2.4312
H -7.6505 -5.7758 2.8334
H -6.4670 -6.8187 0.9942
H -5.9711 -7.7173 2.4416
Br 1.1094 7.2467 -3.2699
C 1.0091 7.4269 -5.2023
C 1.8177 6.3599 -5.8912
Br 3.7272 6.7225 -5.7932
H 1.3392 8.4320 -5.4432
H -0.0441 7.3210 -5.4531
H 1.5820 6.3277 -6.9526
H 1.6654 5.3782 -5.4530
Br 7.1457 0.0042 1.3296
C 7.6724 0.7435 -0.3966
C 8.2403 2.1301 -0.2379
Br 6.8581 3.4672 0.0547
H 6.7998 0.7116 -1.0403
H 8.4335 0.0670 -0.7791
H 8.7463 2.4507 -1.1457
H 8.9229 2.1950 0.6027
Br -4.0364 4.4784 -0.2677
C -3.7683 6.3408 -0.7610
C -2.3944 6.5882 -1.3240
Br -1.0373 6.6175 0.0674
H -3.9638 6.9298 0.1289
H -4.5270 6.5517 -1.5114
H -2.3480 7.5695 -1.7912
H -2.0886 5.8317 -2.0397
Br 3.9902 -0.6801 3.1919
C 3.4802 -0.8825 5.0654
C 2.9688 -2.2640 5.3769
Br 1.1507 -2.5522 4.7490
H 2.7520 -0.1068 5.2774
H 4.3929 -0.6910 5.6246
H 2.9206 -2.4148 6.4528
H 3.5793 -3.0387 4.9250
Br -0.6908 -9.7554 0.0881
C -1.0355 -8.6177 -1.4509
C -0.2528 -7.3337 -1.3839
Br -1.0233 -6.0911 -0.1033
H -2.1069 -8.4487 -1.4810
H -0.7332 -9.2017 -2.3174
H -0.2854 -6.8194 -2.3419
H 0.7799 -7.4871 -1.0889

=====

# 3
# C20H41BCl26FIO

A molecular structure, C20H41BCl26FIO (ωB97M-V with the def2-TZVPD basis set, the OMol25 dataset).

The total energy is -360531.388 eV.

Geometry (Å):
C -4.6616 -1.8517 0.8936
C -5.0143 -2.0736 2.3660
C -4.2189 -1.2005 3.3376
O -3.5419 -2.0272 4.2792
C -3.4102 -1.4810 5.5805
B -2.8302 -2.6628 6.4569
F -3.5852 -3.7432 6.5931
C -1.4247 -2.7186 7.1684
I 0.0048 -2.3153 5.6337
C -1.2694 -1.8282 8.4101
C -1.2737 -0.3143 8.1875
H -4.4320 -0.8039 0.6878
H -3.7991 -2.4552 0.5984
H -5.4936 -2.1188 0.2388
H -6.0839 -1.9004 2.5076
H -4.7985 -3.1066 2.6510
H -4.8661 -0.4982 3.8763
H -3.4663 -0.6154 2.7895
H -4.3951 -1.1713 5.9680
H -2.7490 -0.6036 5.5783
H -1.2338 -3.7519 7.4599
H -0.3596 -2.1255 8.9376
H -2.1024 -2.0906 9.0751
H -0.7405 0.1922 8.9931
H -0.7736 -0.0439 7.2554
H -2.2872 0.0930 8.1647
C -1.9033 -0.2007 -0.7946
Cl -3.4850 0.2266 -1.4543
Cl -1.5296 0.7061 0.6782
H -1.9016 -1.2571 -0.5578
H -1.1404 0.0302 -1.5305
C 3.4547 -0.4079 5.6448
Cl 3.1001 0.3200 4.0673
Cl 3.4799 0.7854 6.9429
H 2.6694 -1.1240 5.8540
H 4.4278 -0.8806 5.5901
C -0.2360 -4.0153 0.5485
Cl -0.3604 -3.2854 -1.0636
Cl -0.8240 -2.8917 1.7732
H -0.8494 -4.9081 0.5700
H 0.8052 -4.2455 0.7396
C -6.2763 2.7278 1.8084
Cl -4.6844 2.7773 2.5787
Cl -6.2808 1.7308 0.3523
H -6.9794 2.3029 2.5146
H -6.5555 3.7380 1.5345
C 5.0843 3.6247 8.9266
Cl 6.4216 2.4711 8.9831
Cl 3.5724 2.9379 9.5364
H 5.3428 4.4752 9.5454
H 4.9291 3.9166 7.8946
C 1.5923 -2.2716 -3.9667
Cl 3.1479 -1.4249 -3.9415
Cl 0.2514 -1.1295 -4.0635
H 1.5571 -2.9130 -4.8396
H 1.5028 -2.8488 -3.0538
C -2.3352 -3.4126 -6.6192
Cl -4.0545 -3.3280 -7.0404
Cl -2.0618 -3.4672 -4.8769
H -1.9285 -4.3095 -7.0686
H -1.8487 -2.5262 -7.0103
C 5.5664 -0.0661 -6.2335
Cl 5.2107 1.2744 -7.3313
Cl 6.0825 0.5020 -4.6426
H 4.6541 -0.6378 -6.1140
H 6.3585 -0.6702 -6.6588
C -1.9223 -4.9850 -10.0845
Cl -0.4690 -5.1108 -9.0707
Cl -1.8544 -6.0574 -11.4815
H -2.7804 -5.2562 -9.4804
H -1.9974 -3.9630 -10.4357
C 2.6248 4.0244 -6.6208
Cl 1.8177 5.3541 -7.4532
Cl 1.4803 2.9316 -5.8240
H 3.1866 3.4550 -7.3509
H 3.2839 4.4389 -5.8674
C 5.3184 7.7541 -8.3160
Cl 5.1236 6.0195 -8.5994
Cl 3.8485 8.6668 -8.6732
H 5.5654 7.9008 -7.2717
H 6.1091 8.1143 -8.9625
C -0.2465 2.6664 -3.5252
Cl -0.5450 2.9278 -1.8036
Cl -1.4569 1.6005 -4.2548
H -0.2805 3.6150 -4.0471
H 0.7270 2.1988 -3.6264
C 5.5313 2.7478 2.3969
Cl 5.2535 3.5226 0.8323
Cl 5.5042 3.9010 3.7379
H 4.7463 2.0214 2.5652
H 6.5075 2.2791 2.3747